{
  "formula": "C14H23FN3",
  "method": "ωB97M-V with the def2-TZVPD basis set",
  "total_charge": 1,
  "gap_ha": 0.2469,
  "de_lowest_kj_mol": 96.0,
  "energy_ev": -22071.465,
  "symbols": ["C", "N", "C", "C", "N", "C", "C", "C", "H", "H", "H", "H", "H", "H", "H", "H", "H", "H", "H", "H", "C", "C", "N", "F", "C", "C", "C", "C", "C", "C", "H", "H", "H", "H", "H", "H", "H", "H", "H", "H", "H"],
  "xyz": [[1.666, -3.474, -0.949], [1.765, -2.887, -2.259], [3.056, -2.530, -2.802], [2.746, -1.518, -3.843], [1.313, -1.330, -3.719], [0.684, -0.141, -4.254], [0.795, -2.145, -2.801], [-0.567, -2.088, -2.187], [0.679, -3.932, -0.817], [2.454, -4.216, -0.846], [1.788, -2.704, -0.163], [3.653, -2.067, -2.024], [3.621, -3.397, -3.129], [3.281, -0.605, -3.615], [3.083, -1.816, -4.829], [0.010, 0.295, -3.501], [1.477, 0.595, -4.451], [0.119, -0.348, -5.181], [-1.183, -1.261, -2.571], [-1.064, -3.095, -2.306], [-1.104, 2.818, 0.195], [-1.607, 2.545, 1.585], [-2.295, 1.411, 1.787], [-0.374, -1.824, -0.813], [-1.964, 0.748, 2.905], [-1.803, -0.746, 2.839], [-1.620, 1.456, 4.078], [-1.434, 2.841, 3.959], [-1.399, 3.718, 5.160], [-1.244, 3.362, 2.675], [-0.826, 3.879, 0.083], [-0.181, 2.224, 0.004], [-1.868, 2.522, -0.543], [-1.874, -1.180, 3.848], [-2.555, -1.194, 2.166], [-0.791, -1.005, 2.450], [-1.471, 0.909, 5.001], [-1.244, 4.749, 4.837], [-2.337, 3.683, 5.726], [-0.587, 3.403, 5.823], [-0.798, 4.344, 2.484]]
}

=====

{
  "formula": "C4H8IO2S",
  "method": "ωB97M-V with the def2-TZVPD basis set",
  "total_charge": -1,
  "gap_ha": 0.2428,
  "de_lowest_kj_mol": 152.0,
  "energy_ev": -27309.326,
  "symbols": ["I", "C", "C", "C", "S", "O", "O", "C", "H", "H", "H", "H", "H", "H", "H", "H"],
  "xyz": [[-0.399, -3.508, -2.775], [-1.132, -0.115, -0.245], [-0.081, -1.064, 0.266], [1.033, -0.330, 0.844], [0.974, 1.316, 0.244], [1.552, 1.274, -1.056], [1.324, 2.268, 1.208], [-0.765, 1.433, -0.076], [-1.969, -0.214, 0.360], [-1.191, -0.381, -1.329], [0.212, -1.703, -0.483], [-0.483, -1.777, 1.124], [2.063, -0.869, 0.397], [1.036, -0.093, 1.803], [-0.827, 1.875, -1.063], [-1.346, 1.890, 0.787]]
}

=====

{
  "formula": "C6H14NO",
  "method": "ωB97M-V with the def2-TZVPD basis set",
  "total_charge": 1,
  "gap_ha": 0.4060,
  "de_lowest_kj_mol": 179.6,
  "energy_ev": -9978.384,
  "symbols": ["C", "C", "C", "C", "C", "N", "C", "O", "H", "H", "H", "H", "H", "H", "H", "H", "H", "H", "H", "H", "H", "H"],
  "xyz": [[-0.353, 0.223, -1.826], [-0.147, -0.302, -0.469], [1.016, -1.240, -0.338], [-1.390, -1.093, -0.024], [0.210, 1.089, 0.628], [0.443, 0.591, 2.025], [1.418, 1.937, 0.231], [2.321, 2.096, 1.014], [0.461, 0.676, -2.412], [-0.496, -0.564, -2.520], [-1.137, 0.967, -1.840], [0.920, -1.921, -1.120], [1.952, -0.728, -0.528], [0.910, -1.610, 0.582], [-1.871, -1.520, -0.909], [-2.126, -0.483, 0.484], [-1.126, -1.919, 0.697], [-0.674, 1.813, 0.597], [-0.441, 0.176, 2.347], [0.799, 1.351, 2.654], [1.179, -0.148, 1.899], [1.604, 2.104, -0.777]]
}

=====

{
  "formula": "C4H11N3O2",
  "method": "ωB97M-V with the def2-TZVPD basis set",
  "gap_ha": 0.3634,
  "de_lowest_kj_mol": 126.6,
  "energy_ev": -12891.518,
  "symbols": ["H", "N", "C", "N", "N", "C", "H", "H", "H", "H", "H", "H", "C", "C", "O", "O", "H", "H", "H", "H"],
  "xyz": [[1.764, -1.705, -1.387], [1.359, -0.867, -1.024], [0.412, -0.217, -1.507], [-0.598, -0.657, -2.426], [0.089, 1.067, -1.104], [1.191, 1.938, -0.647], [-1.557, -0.413, -2.226], [-0.515, -1.631, -2.665], [-0.775, 1.439, -1.449], [2.107, 1.463, -0.995], [1.080, 2.141, 0.413], [1.130, 2.830, -1.278], [-1.180, -1.258, 1.909], [-0.791, 0.027, 2.467], [-1.496, 0.831, 2.980], [0.585, 0.273, 2.312], [-2.225, -1.434, 1.697], [-0.774, -2.132, 2.448], [-0.660, -1.539, 0.981], [0.854, -0.157, 1.502]]
}

=====

{
  "formula": "C27H50N2O2P2ReS",
  "method": "ωB97M-V with the def2-TZVPD basis set",
  "total_charge": 4,
  "gap_ha": [0.2986, 0.1817],
  "spin_multiplicity": 4,
  "de_lowest_kj_mol": 0.0,
  "energy_ev": -67384.158,
  "symbols": ["Re", "C", "O", "C", "O", "P", "C", "H", "C", "H", "C", "H", "C", "P", "H", "H", "C", "H", "C", "H", "H", "H", "C", "H", "H", "H", "C", "H", "H", "H", "C", "H", "H", "H", "C", "H", "H", "H", "C", "H", "H", "H", "C", "H", "H", "H", "C", "H", "C", "H", "H", "C", "H", "H", "H", "C", "H", "H", "H", "C", "H", "H", "H", "C", "H", "H", "H", "H", "H", "N", "C", "N", "C", "C", "C", "C", "C", "C", "S", "H", "H", "H", "H", "H", "H"],
  "xyz": [[0.350, 0.568, -0.155], [1.214, 0.466, -1.948], [1.718, 0.406, -3.002], [0.941, 2.477, 0.250], [1.290, 3.582, 0.386], [-1.714, 1.380, -1.312], [-3.031, 2.134, -0.216], [-3.826, 2.496, -0.876], [-1.510, 2.640, -2.703], [-0.727, 3.299, -2.305], [-2.654, -0.010, -2.159], [-2.855, -0.693, -1.324], [2.786, -2.129, 0.250], [2.466, -0.363, 0.803], [3.583, -0.622, 2.944], [1.897, -2.653, 0.623], [4.088, 0.500, 0.368], [4.820, -0.310, 0.485], [-1.022, 2.066, -4.044], [-1.867, 1.842, -4.704], [-0.426, 1.159, -3.935], [-0.403, 2.816, -4.551], [-2.758, 3.500, -2.941], [-2.731, 3.901, -3.961], [-2.814, 4.336, -2.243], [-3.674, 2.911, -2.837], [-3.991, 0.360, -2.815], [-4.643, 0.943, -2.157], [-4.527, -0.558, -3.086], [-3.834, 0.928, -3.737], [-1.766, -0.757, -3.163], [-2.051, -1.815, -3.188], [-0.710, -0.692, -2.895], [-1.886, -0.357, -4.176], [-3.629, 1.094, 0.740], [-4.520, 0.616, 0.326], [-3.911, 1.577, 1.683], [-2.902, 0.307, 0.971], [-2.460, 3.325, 0.564], [-1.721, 2.989, 1.298], [-3.265, 3.841, 1.101], [-1.966, 4.050, -0.089], [4.032, -2.818, 0.825], [4.295, -2.459, 1.824], [4.897, -2.680, 0.169], [3.848, -3.896, 0.897], [2.781, -2.248, -1.281], [3.610, -1.688, -1.727], [1.971, 0.751, 3.328], [1.850, -1.877, -1.712], [2.899, -3.299, -1.567], [1.772, -1.760, 3.153], [0.904, 0.638, 3.543], [2.493, 0.940, 4.274], [2.086, 1.634, 2.693], [2.527, -0.517, 2.667], [1.423, -1.604, 4.181], [2.399, -2.656, 3.142], [0.894, -1.957, 2.528], [4.491, 1.653, 1.303], [3.780, 2.483, 1.230], [5.472, 2.037, 0.997], [4.561, 1.356, 2.350], [4.158, 0.977, -1.088], [3.757, 0.234, -1.778], [5.205, 1.170, -1.356], [3.600, 1.907, -1.231], [-0.102, 0.516, 1.695], [-0.810, 0.811, 1.338], [-0.161, -2.916, -1.616], [-0.521, -2.607, -0.280], [-0.454, -1.410, 0.477], [-1.206, -1.718, 1.686], [-1.590, -0.923, 2.852], [-2.304, -1.471, 3.930], [-2.680, -2.804, 3.939], [-2.348, -3.605, 2.865], [-1.641, -3.052, 1.799], [-1.233, -3.901, 0.494], [-0.289, -3.884, -1.949], [0.127, -2.309, -2.356], [-1.417, 0.108, 3.081], [-2.569, -0.847, 4.776], [-3.229, -3.212, 4.778], [-2.640, -4.648, 2.857]]
}

=====

{
  "formula": "C5H6S",
  "method": "ωB97M-V with the def2-TZVPD basis set",
  "gap_ha": 0.3454,
  "de_lowest_kj_mol": 175.8,
  "energy_ev": -16114.716,
  "symbols": ["C", "C", "C", "S", "C", "C", "H", "H", "H", "H", "H", "H"],
  "xyz": [[1.610, -0.160, -0.380], [0.928, -1.174, 0.084], [-0.358, -0.744, 0.688], [-1.417, -0.012, -0.482], [-0.277, 0.798, 0.712], [1.062, 1.065, -0.081], [2.490, -0.264, -0.909], [1.304, -2.129, -0.280], [-0.832, -1.285, 1.642], [-0.778, 1.688, 1.300], [1.903, 1.511, 0.554], [0.796, 1.962, -0.735]]
}

=====

{
  "formula": "C21H49BrN5O10",
  "method": "ωB97M-V with the def2-TZVPD basis set",
  "total_charge": 1,
  "gap_ha": 0.2377,
  "energy_ev": -120526.372,
  "symbols": ["N", "N", "C", "N", "C", "N", "C", "C", "C", "O", "O", "N", "Br", "H", "H", "H", "H", "H", "H", "H", "H", "H", "C", "O", "C", "C", "O", "C", "H", "H", "H", "H", "H", "H", "H", "H", "H", "H", "C", "O", "C", "C", "O", "C", "H", "H", "H", "H", "H", "H", "H", "H", "H", "H", "C", "O", "C", "C", "O", "C", "H", "H", "H", "H", "H", "H", "H", "H", "H", "H", "C", "O", "C", "C", "O", "C", "H", "H", "H", "H", "H", "H", "H", "H", "H", "H"],
  "xyz": [[-4.949, 2.427, 5.684], [-3.559, 2.230, 5.702], [-2.668, 2.119, 6.677], [-1.444, 1.899, 6.251], [-1.525, 1.870, 4.905], [-0.497, 1.666, 4.093], [0.853, 1.530, 4.649], [1.875, 2.376, 3.906], [1.453, 3.821, 4.044], [1.102, 4.295, 5.063], [1.438, 4.522, 2.910], [-2.840, 2.068, 4.530], [-3.631, 2.144, 2.894], [-5.163, 3.001, 4.871], [-5.151, 3.008, 6.495], [-2.943, 2.187, 7.719], [-0.608, 1.635, 3.090], [0.787, 1.886, 5.673], [1.154, 0.483, 4.662], [2.849, 2.239, 4.370], [1.923, 2.090, 2.864], [1.796, 4.004, 2.177], [0.568, 0.119, -2.321], [0.173, -0.754, -1.270], [1.002, -0.702, -0.130], [0.384, 0.130, 0.967], [0.245, 1.506, 0.602], [-1.045, 1.842, 0.119], [-0.265, 0.194, -3.017], [0.811, 1.118, -1.951], [1.435, -0.285, -2.853], [1.993, -0.313, -0.385], [1.125, -1.723, 0.243], [1.021, 0.091, 1.854], [-0.595, -0.279, 1.242], [-1.739, 1.869, 0.968], [-1.411, 1.136, -0.626], [-0.981, 2.832, -0.329], [3.350, 0.024, -5.446], [4.005, 0.433, -4.259], [4.880, -0.552, -3.731], [6.325, -0.296, -4.092], [6.553, -0.391, -5.484], [6.611, 0.856, -6.151], [2.919, 0.909, -5.910], [4.041, -0.445, -6.149], [2.541, -0.681, -5.218], [4.583, -1.548, -4.077], [4.782, -0.528, -2.641], [6.945, -1.055, -3.604], [6.634, 0.685, -3.716], [7.565, 1.359, -5.961], [5.794, 1.514, -5.847], [6.529, 0.655, -7.217], [-1.931, -1.678, -4.427], [-2.022, -0.470, -5.159], [-2.432, -0.643, -6.507], [-3.902, -0.355, -6.703], [-4.727, -1.267, -6.001], [-5.227, -0.774, -4.776], [-1.865, -1.413, -3.373], [-2.802, -2.319, -4.578], [-1.028, -2.233, -4.707], [-2.207, -1.659, -6.844], [-1.852, 0.054, -7.119], [-4.137, -0.450, -7.767], [-4.124, 0.674, -6.399], [-6.042, -0.061, -4.942], [-4.443, -0.291, -4.187], [-5.617, -1.626, -4.220], [-0.553, -3.885, 6.132], [-1.698, -3.632, 5.333], [-1.914, -2.274, 5.033], [-1.440, -1.914, 3.642], [-0.038, -2.039, 3.494], [0.365, -3.253, 2.872], [-0.357, -4.953, 6.081], [0.321, -3.341, 5.766], [-0.737, -3.610, 7.175], [-1.421, -1.630, 5.771], [-2.993, -2.091, 5.089], [-1.698, -0.863, 3.447], [-1.961, -2.530, 2.901], [0.181, -3.222, 1.793], [-0.161, -4.109, 3.297], [1.432, -3.368, 3.047]]
}

=====

{
  "formula": "C19H44AlNO11PS4",
  "method": "ωB97M-V with the def2-TZVPD basis set",
  "total_charge": -1,
  "gap_ha": 0.1914,
  "energy_ev": -103656.325,
  "symbols": ["C", "C", "O", "C", "Al", "P", "N", "O", "O", "H", "H", "H", "H", "H", "H", "H", "H", "H", "H", "H", "H", "C", "C", "C", "S", "O", "O", "C", "H", "H", "H", "H", "H", "H", "H", "H", "C", "C", "C", "S", "O", "O", "C", "H", "H", "H", "H", "H", "H", "H", "H", "C", "C", "C", "S", "O", "O", "C", "H", "H", "H", "H", "H", "H", "H", "H", "C", "C", "C", "S", "O", "O", "C", "H", "H", "H", "H", "H", "H", "H", "H"],
  "xyz": [[0.923, -3.289, 5.780], [1.396, -3.983, 4.467], [0.337, -4.844, 4.040], [1.593, -2.872, 3.382], [3.209, -3.083, 2.175], [2.648, -4.561, 0.398], [1.246, -5.272, 0.639], [2.541, -3.707, -1.072], [3.804, -5.753, 0.219], [0.875, -3.980, 6.630], [-0.068, -2.875, 5.553], [1.565, -2.426, 5.994], [2.302, -4.566, 4.633], [-0.412, -4.272, 3.871], [0.695, -2.797, 2.754], [1.716, -1.920, 3.921], [4.565, -3.464, 2.938], [3.465, -1.652, 1.456], [0.587, -5.064, -0.103], [1.679, -3.283, -1.123], [3.366, -6.469, -0.262], [-2.186, -0.082, -1.414], [-1.043, 0.040, -2.429], [-0.077, -1.123, -2.168], [-1.064, -2.449, -1.472], [-0.636, -2.679, -0.117], [-1.169, -3.528, -2.427], [-2.608, -1.547, -1.434], [-3.020, 0.576, -1.663], [-1.826, 0.189, -0.418], [-1.445, -0.032, -3.441], [-0.533, 0.999, -2.353], [0.393, -1.477, -3.083], [0.687, -0.858, -1.437], [-3.183, -1.849, -0.560], [-3.154, -1.789, -2.346], [-1.374, 5.862, -3.098], [-0.230, 5.991, -4.112], [0.743, 4.835, -3.855], [-0.238, 3.502, -3.160], [0.192, 3.268, -1.803], [-0.335, 2.439, -4.125], [-1.785, 4.394, -3.123], [-2.211, 6.515, -3.347], [-1.019, 6.134, -2.101], [-0.632, 5.914, -5.124], [0.275, 6.954, -4.031], [1.213, 4.485, -4.771], [1.505, 5.102, -3.124], [-2.360, 4.087, -2.252], [-2.325, 4.150, -4.038], [-1.602, 0.540, -8.660], [-2.699, 1.450, -9.229], [-3.326, 2.204, -8.051], [-2.043, 2.330, -6.800], [-2.459, 1.563, -5.655], [-1.631, 3.711, -6.684], [-0.803, 1.409, -7.695], [-0.968, 0.130, -9.445], [-2.055, -0.295, -8.122], [-2.254, 2.162, -9.928], [-3.451, 0.882, -9.776], [-3.650, 3.204, -8.328], [-4.157, 1.652, -7.616], [-0.199, 0.840, -6.991], [-0.181, 2.126, -8.231], [1.370, 0.625, 10.634], [1.032, -0.867, 10.518], [0.874, -1.189, 9.027], [1.913, -0.018, 8.152], [1.070, 0.850, 7.367], [3.040, -0.707, 7.580], [2.458, 0.886, 9.596], [1.704, 0.889, 11.637], [0.485, 1.223, 10.404], [1.849, -1.458, 10.938], [0.128, -1.121, 11.071], [1.201, -2.198, 8.785], [-0.149, -1.042, 8.688], [2.577, 1.937, 9.344], [3.412, 0.464, 9.909]]
}